No. 1
{
  "formula": "C14H31Cl5GaLiMgNO9P",
  "method": "ωB97M-V with the def2-TZVPD basis set",
  "species": ["O", "C", "C", "Ga", "P", "O", "Cl", "H", "H", "H", "H", "H", "H", "H", "H", "C", "O", "C", "C", "N", "C", "C", "O", "C", "H", "H", "H", "H", "H", "H", "H", "H", "H", "H", "H", "H", "H", "H", "H", "Li", "O", "C", "C", "O", "H", "H", "H", "H", "C", "C", "O", "C", "O", "O", "H", "H", "H", "H", "C", "Cl", "Cl", "Cl", "Cl", "Mg"],
  "xyz": [[4.60546, -2.20070, 5.46287], [4.03823, -1.56269, 6.60315], [3.43221, -0.20378, 6.27285], [1.56004, -0.20725, 5.54185], [0.13982, -1.74641, 6.64966], [-1.36201, -1.45911, 5.99496], [0.65085, -3.63422, 5.82541], [3.88734, -2.41107, 4.85552], [3.33137, -2.22557, 7.11163], [4.87320, -1.43105, 7.29525], [3.44557, 0.44320, 7.15120], [4.09997, 0.26682, 5.54743], [1.50933, -0.39218, 3.90916], [0.89890, 1.22861, 5.79321], [-1.26178, -1.14695, 5.08865], [-0.91534, 3.27001, -1.04771], [-0.88766, 1.90815, -0.64879], [-0.54834, 0.99047, -1.65267], [0.79758, 0.34586, -1.43560], [1.90060, 1.28891, -1.61397], [3.16483, 0.72744, -1.10660], [3.14082, 0.36731, 0.37267], [3.07059, 1.46952, 1.25152], [1.79729, 2.04116, 1.48218], [-1.35458, 3.83329, -0.22837], [0.08933, 3.65878, -1.24140], [-1.53846, 3.40753, -1.93733], [-0.59879, 1.48848, -2.63701], [-1.30455, 0.19404, -1.63268], [0.92743, -0.48454, -2.14487], [0.76148, -0.08576, -0.42823], [1.69360, 2.13242, -1.09388], [3.96212, 1.45029, -1.29126], [3.40893, -0.16917, -1.68476], [4.07676, -0.13583, 0.62483], [2.32667, -0.36097, 0.53895], [0.99416, 1.29947, 1.41699], [1.59031, 2.86266, 0.78463], [1.80340, 2.45731, 2.48865], [-0.32849, 0.62125, -4.11990], [-5.19025, 2.04713, 0.34927], [-5.14643, 0.82752, 0.51739], [-3.24090, 0.40747, 0.44647], [-3.15170, -0.81214, 0.59225], [-5.53145, 0.15160, -0.26895], [-5.40294, 0.39965, 1.50250], [-2.85153, 1.06817, 1.23956], [-2.96814, 0.84805, -0.53071], [-1.48290, -4.05747, -6.28920], [-0.37034, -4.51121, -5.36145], [0.22865, -3.25063, -4.98869], [-0.68358, -2.30532, -5.14840], [-0.54572, -1.17178, -4.75069], [-1.76521, -2.73473, -5.78136], [-2.37228, -4.67693, -6.24384], [-1.15856, -3.96606, -7.32515], [-0.74174, -4.99525, -4.45929], [0.36384, -5.15248, -5.83740], [-4.17293, 3.08095, -4.44016], [-5.58116, 2.49644, -5.31177], [-4.51891, 3.16658, -2.72333], [-2.82447, 1.92503, -4.71633], [-3.69178, 4.65706, -5.05528], [0.92223, -1.33742, 2.46638]],
  "homo_lumo_gap_ha": 0.110,
  "multiplicity": 1,
  "total_charge": 0,
  "e_homo_ev": -4.7
}

=====

No. 2
{
  "formula": "H22O11",
  "method": "ωB97M-V with the def2-TZVPD basis set",
  "species": ["O", "H", "H", "O", "H", "H", "O", "H", "H", "O", "H", "H", "O", "H", "H", "O", "H", "H", "O", "H", "H", "O", "H", "H", "O", "H", "H", "O", "H", "H", "O", "H", "H"],
  "xyz": [[30.34100, 10.81800, 3.60600], [30.04800, 11.54000, 3.06600], [31.22300, 11.16400, 3.92700], [32.17700, 10.07500, -0.02900], [31.37700, 10.54900, -0.37000], [32.40300, 9.52300, -0.67600], [24.79900, 10.48400, 0.84600], [24.21600, 9.74500, 0.42900], [25.67200, 10.18900, 0.81000], [31.21100, 14.47500, 0.19300], [30.45200, 13.87000, -0.08900], [30.86500, 15.26200, -0.18400], [27.42200, 10.63500, 4.49900], [28.20000, 10.48400, 4.23000], [27.31200, 11.60600, 4.54400], [26.72300, 14.06200, 2.69600], [27.35700, 13.56700, 2.15700], [27.03600, 13.90100, 3.60600], [27.06900, 9.95900, -1.14600], [27.30300, 10.76900, -1.51700], [26.28100, 9.73200, -1.21400], [27.17900, 9.38300, 0.87200], [27.26400, 9.43200, -0.12400], [26.98600, 8.43000, 1.09400], [28.56900, 11.84000, 1.57000], [28.92900, 11.91600, 0.55100], [28.01900, 11.09000, 1.34300], [29.41800, 12.65300, -0.49600], [29.63700, 11.80000, -0.98300], [28.66100, 13.06500, -0.73600], [28.92600, 8.47200, 3.09500], [29.85400, 8.66200, 3.22000], [28.39200, 9.21300, 2.52200]],
  "e_above_lowest_kj_mol": 677.32,
  "homo_lumo_gap_ha": 0.324,
  "multiplicity": 1,
  "total_charge": 0,
  "e_homo_ev": -10.1
}

=====

No. 3
{
  "formula": "C4H6N2",
  "method": "ωB97M-V with the def2-TZVPD basis set",
  "species": ["N", "C", "C", "C", "C", "N", "H", "H", "H", "H", "H", "H"],
  "xyz": [[0.69864, 0.90922, 0.97607], [0.05589, 0.01584, 0.22240], [-1.07658, -0.02290, -0.71189], [-1.03914, -0.95140, 0.49702], [1.70917, -0.22860, -1.09108], [2.36046, 0.70851, -1.36697], [1.10676, 0.56494, 1.83651], [1.35582, 1.42501, 0.38928], [-0.81815, -0.46005, -1.66604], [-1.78194, 0.80401, -0.73372], [-1.75133, -0.76496, 1.30934], [-0.81959, -1.99962, 0.33907]],
  "e_above_lowest_kj_mol": 390.20,
  "homo_lumo_gap_ha": 0.343,
  "multiplicity": 1,
  "total_charge": 0,
  "e_homo_ev": -9.8
}

=====

No. 4
{
  "formula": "C36H51BN7O3ReSi",
  "method": "ωB97M-V with the def2-TZVPD basis set",
  "species": ["Re", "C", "Si", "C", "C", "N", "C", "C", "C", "C", "C", "C", "O", "C", "C", "C", "C", "C", "C", "H", "H", "H", "H", "H", "H", "H", "H", "H", "H", "H", "H", "H", "H", "H", "H", "H", "H", "C", "C", "N", "O", "C", "C", "N", "O", "H", "H", "H", "H", "H", "H", "H", "B", "C", "N", "H", "H", "H", "C", "C", "C", "C", "C", "C", "C", "C", "C", "C", "C", "C", "N", "H", "H", "H", "H", "H", "H", "H", "H", "H", "H", "H", "H", "H", "H", "H", "H", "H", "C", "N", "C", "C", "N", "C", "H", "H", "H", "H", "H", "H"],
  "xyz": [[0.70661, 0.34413, -0.24030], [-0.41607, -2.05668, 4.11362], [-0.66404, -0.47159, 3.09236], [-2.03872, 0.55700, 3.99804], [0.89289, 0.58422, 3.36165], [-1.08978, -0.76273, 1.44969], [-2.09537, -1.71637, 1.24205], [-2.97042, -2.03668, 2.31056], [-3.93875, -3.01889, 2.26261], [-4.09043, -3.79378, 1.12958], [-3.31689, -3.47611, 0.03007], [-2.40971, -2.42552, 0.04132], [-1.79255, -2.13915, -1.15419], [-2.53093, -2.14163, -2.29767], [-1.83348, -2.35422, -3.48719], [-2.50293, -2.33856, -4.69778], [-3.87032, -2.09596, -4.74743], [-4.55397, -1.83983, -3.56786], [-3.89631, -1.86155, -2.34804], [-0.64313, -1.89479, 5.16946], [0.60939, -2.42020, 4.04122], [-1.06382, -2.85531, 3.75143], [-1.65142, 1.49375, 4.40723], [-2.46334, -0.00376, 4.83354], [-2.87042, 0.80366, 3.33180], [1.46910, 0.18321, 4.19761], [0.65807, 1.62344, 3.60042], [1.54198, 0.58845, 2.48607], [-2.88084, -1.46269, 3.22242], [-4.56704, -3.19318, 3.12814], [-4.79841, -4.61021, 1.08218], [-3.41253, -4.03529, -0.89205], [-0.76869, -2.53287, -3.43088], [-1.95333, -2.52160, -5.61281], [-4.39567, -2.08128, -5.69405], [-5.60984, -1.59905, -3.59135], [-4.43586, -1.65326, -1.43505], [-2.13545, 1.84148, -3.19129], [-0.97321, 1.31968, -2.41214], [-1.06183, 0.81451, -1.22619], [-2.29671, 0.86953, -0.61037], [0.36912, 1.43556, -2.90493], [0.67559, 1.92464, -4.28507], [1.34895, 1.14591, -2.05780], [2.56142, 1.32992, -2.34951], [-3.03210, 1.81117, -2.57867], [-2.29999, 1.21801, -4.07091], [-1.95300, 2.86508, -3.52199], [-2.13854, 0.31216, 0.18579], [0.06063, 1.41003, -5.02509], [1.72632, 1.73253, -4.49091], [0.49981, 3.00030, -4.38051], [1.32804, -4.05988, -1.73235], [1.23897, -2.57264, -1.28921], [1.11608, -1.47616, -0.94770], [2.35410, -4.21786, -2.35292], [1.33601, -4.73655, -0.73056], [0.35270, -4.28218, -2.41499], [2.60279, -2.25073, 2.22321], [3.55362, -2.53499, 1.05547], [4.51578, -3.64703, 1.49374], [4.30965, -1.29283, 0.58980], [5.59343, -1.44380, 0.09451], [6.42862, -0.36729, -0.15920], [5.99973, 0.89372, 0.22248], [4.71209, 1.12363, 0.66526], [4.42195, 2.51408, 1.19554], [3.21888, 3.17813, 0.54245], [4.24326, 2.45632, 2.71829], [3.74196, 0.04610, 0.65055], [2.42565, 0.23571, 0.62830], [2.17484, -3.19094, 2.57556], [1.78913, -1.60476, 1.90972], [3.13527, -1.76979, 3.04873], [2.95616, -2.91378, 0.22860], [5.23837, -3.26564, 2.21909], [5.05603, -4.07809, 0.65219], [3.95075, -4.45552, 1.95923], [5.97219, -2.43727, -0.10230], [7.41848, -0.52138, -0.56943], [6.69268, 1.72772, 0.17244], [5.30878, 3.12267, 0.98827], [2.32188, 2.71935, 0.93584], [3.24637, 3.01187, -0.53522], [3.19638, 4.25196, 0.75272], [3.37247, 1.84828, 2.96866], [4.09903, 3.45910, 3.13118], [5.12135, 2.00590, 3.18456], [-1.90752, 4.52524, 2.52892], [-1.11057, 3.91361, 1.48940], [-0.50272, 4.52400, 0.41938], [0.21016, 3.55727, -0.21778], [0.05952, 2.36968, 0.45453], [-0.74661, 2.61822, 1.46290], [-2.29699, 5.47909, 2.18140], [-1.30717, 4.69396, 3.42450], [-2.73228, 3.86183, 2.78412], [-0.62565, 5.56974, 0.20231], [0.83635, 3.63144, -1.08887], [-1.10670, 1.88563, 2.16013]],
  "e_above_lowest_kj_mol": 159.34,
  "homo_lumo_gap_ha": [0.209, 0.221],
  "s_squared": 3.807,
  "multiplicity": 4,
  "total_charge": -1,
  "e_homo_ev": [-3.6, -4.2]
}